# C10H15N10OTe4W

A structure of composition C10H15N10OTe4W (wB97M-V/def2-TZVPD, the OMol25 dataset).

The geometry in XYZ format:
```
41
Properties=species:S:1:pos:R:3:forces:R:3:nbo_charge:R:1
W 0.89091 -0.67221 -0.79240 0.1 -0.2 0.2 0.47
Te -1.14853 -2.04470 0.54531 0.0 0.0 0.1 -0.10
Te 1.32682 -3.01024 0.60301 0.0 0.1 -0.1 0.05
Te 3.48867 -1.21191 -1.40115 -0.1 0.1 0.0 0.10
Te 2.22492 0.68121 -2.78032 0.1 0.1 -0.2 0.01
N 1.10657 0.52079 0.54477 -0.1 0.0 0.0 -0.67
C 0.94057 1.43959 1.45345 0.0 0.1 0.3 0.43
N 1.10908 1.25591 2.74271 0.0 0.0 -0.1 -0.26
C 0.86066 2.27889 3.76440 0.0 0.0 0.0 -0.26
C -0.14175 1.72482 4.77122 0.0 0.0 0.0 -0.08
O 0.32377 0.51503 5.32263 0.0 0.0 0.0 -0.50
C 0.48518 -0.47451 4.32784 0.0 0.0 0.0 -0.08
C 1.51602 -0.04316 3.29323 0.0 0.0 0.0 -0.27
H 0.49104 3.19098 3.29908 0.0 0.0 0.0 0.24
H 1.81120 2.48746 4.25844 0.0 0.0 0.0 0.23
H -1.11322 1.57613 4.28184 0.0 0.0 0.0 0.18
H -0.26524 2.43077 5.58981 0.0 0.0 0.0 0.22
H -0.46976 -0.68232 3.82828 0.0 0.0 0.0 0.18
H 0.82805 -1.37977 4.82437 0.0 0.0 0.0 0.22
H 1.60017 -0.76962 2.48931 0.0 0.0 0.0 0.25
H 2.49032 0.09334 3.76681 0.0 0.0 0.0 0.23
N 0.30395 3.78613 0.53068 -0.1 0.1 0.1 -0.19
C 0.55001 2.77293 1.00876 0.2 -0.2 -0.2 0.20
N -1.00433 -2.41330 -5.71564 0.0 0.0 0.0 -0.59
N -0.39752 -2.55297 -4.48133 0.0 0.0 0.0 0.17
N 0.27715 -3.62824 -4.11482 -0.1 0.0 0.1 -0.24
C 0.70343 -3.27909 -2.91960 0.2 0.0 -0.1 0.17
N 0.29216 -2.03562 -2.60169 -0.1 -0.1 0.0 -0.35
N -0.40581 -1.58736 -3.62304 0.1 0.0 0.0 0.00
H -0.55614 -3.07659 -6.33825 0.0 0.0 0.0 0.40
H -1.98842 -2.64354 -5.62533 0.0 0.0 0.0 0.38
H 1.31436 -3.89226 -2.28164 0.0 0.0 0.0 0.25
N -2.04939 0.00977 -1.81033 0.0 0.1 0.0 -0.31
C -2.87901 0.95173 -2.26784 0.0 0.0 0.0 0.02
C -2.16385 2.12788 -2.34114 0.0 0.0 0.0 -0.32
C -0.88354 1.79326 -1.91127 0.1 0.0 0.0 0.01
N -0.81346 0.49859 -1.58635 -0.2 -0.1 -0.2 -0.36
H -2.22132 -0.97408 -1.66334 0.0 0.0 0.0 0.44
H -3.90380 0.72164 -2.50519 0.0 0.0 0.0 0.24
H -2.51483 3.09168 -2.66221 0.0 0.0 0.0 0.26
H -0.01511 2.42297 -1.82306 0.0 0.0 0.0 0.25
```
Positions in Å, forces in eV/Å.

## Properties
- net charge = +1
- E (a.u.) = -2151.80560
- lowest unoccupied orbital energy (eV) = -4.829
- relative energy (zero: lowest compared OMol25 entry of this formula, charge and spin) (kcal/mol) = 0.00
- orbital gap (eV) = 4.99
- HOMO energy (eV) = -9.81

# C10H15N2O3

The ion C10H15N2O3 with charge +1 at a distorted geometry (wB97M-V/def2-TZVPD, the OMol25 dataset).

The geometry in XYZ format:
```
30
Properties=species:S:1:pos:R:3:forces:R:3:nbo_charge:R:1
C 3.06286 -1.57438 0.44566 -0.2 0.5 -0.5 -0.62
C 3.43404 -0.13501 0.15758 0.0 -2.6 0.2 0.16
C 4.42220 0.12781 -0.90159 0.2 -2.7 -1.2 -0.64
N 3.32991 0.73503 1.34068 -0.6 1.1 -0.2 -0.48
C 2.41777 0.83647 0.45950 -3.0 0.9 0.8 0.40
C 1.38130 1.87895 -0.05133 2.3 -0.1 -0.3 0.75
O 1.93171 2.80496 -0.58963 -1.3 -0.4 0.4 -0.48
O 0.06778 1.64553 0.06424 1.4 1.3 -0.6 -0.46
C -0.25728 0.39636 0.54534 -0.1 -1.5 0.9 0.66
O 0.67871 -0.34052 0.94030 -0.3 0.5 -0.4 -0.66
C -1.60601 0.22698 0.62410 0.5 -0.3 -1.3 -0.17
N -2.44102 -0.95284 0.55645 -0.4 -0.7 1.6 -0.56
C -2.86184 0.44288 -0.07547 0.9 -1.5 0.7 0.21
C -3.87375 1.15001 0.75192 -1.3 1.3 0.0 -0.66
C -2.99817 0.28292 -1.56680 -0.4 0.9 -0.6 -0.65
H 2.32137 -1.82519 -0.30141 -0.1 -0.4 -0.2 0.23
H 2.59254 -1.68625 1.40646 -0.1 0.0 0.3 0.24
H 3.91093 -2.21367 0.35152 0.6 -0.5 -0.1 0.23
H 4.93532 0.95442 -0.59153 1.6 2.5 0.0 0.23
H 3.93580 0.22225 -1.87009 -0.1 0.5 0.0 0.25
H 5.15035 -0.71312 -1.06178 -0.7 0.7 0.6 0.25
H 3.66722 1.29777 2.09717 0.4 0.1 0.4 0.45
H -2.34839 -1.76101 -0.05810 0.6 0.5 -0.4 0.42
H -2.79273 -1.28873 1.47056 -0.2 0.6 -0.7 0.42
H -4.52190 1.75119 0.10747 -0.6 -0.7 -0.2 0.24
H -3.35156 2.00371 1.22508 -0.3 -1.0 0.7 0.25
H -4.49890 0.46552 1.41563 1.0 1.2 -0.7 0.25
H -3.96995 -0.20972 -1.82007 0.7 0.7 0.1 0.24
H -2.17589 -0.25968 -2.04443 -0.1 -0.1 0.4 0.23
H -2.91819 1.31131 -2.00115 -0.5 -0.8 0.2 0.26
```
Positions in Å, forces in eV/Å.

## Properties
- net charge = +1
- E (a.u.) = -724.87140
- lowest unoccupied orbital energy (eV) = -2.817
- relative energy (zero: lowest compared OMol25 entry of this formula, charge and spin) (kcal/mol) = 115.31
- orbital gap (eV) = 9.17
- HOMO energy (eV) = -11.99
- structure (SMILES) = CC1(C)[NH+]=C1C(=O)O/C([O-])=C1/[NH2+]C1(C)C

# C10H15N3OPPd

A structure of composition C10H15N3OPPd at a distorted geometry (wB97M-V/def2-TZVPD, the OMol25 dataset).

The geometry in XYZ format:
```
31
Properties=species:S:1:pos:R:3:forces:R:3:nbo_charge:R:1
C -0.39385 1.87632 -0.66832 -0.6 0.3 1.0 -0.39
C 0.71228 2.22365 0.19067 -1.1 -0.6 -1.6 -0.20
C 0.36839 1.87465 1.52534 -1.3 -0.4 0.6 -0.22
C -0.94400 1.30801 1.54526 0.8 0.6 -0.3 -0.26
C -1.45553 1.30858 0.21345 1.2 1.1 -0.8 -0.24
Pd -0.03090 -0.24767 -0.57494 -0.3 1.2 2.1 0.60
P 0.93916 -1.03496 -2.37886 0.4 0.1 -0.8 0.15
H -0.55132 2.13183 -1.71204 0.1 0.3 0.4 0.26
H 1.61440 2.72567 -0.13254 0.0 -0.1 0.1 0.24
H 0.95756 2.12203 2.41424 -0.2 -0.2 -0.4 0.24
H -2.47107 1.11215 -0.12501 0.3 -0.1 0.3 0.26
H -1.50455 1.03797 2.43309 0.2 -0.1 -0.2 0.25
H 1.99528 -1.94887 -2.14376 -0.3 0.1 -0.5 0.04
H 1.48299 -0.01822 -3.19358 0.1 -0.6 -0.2 0.04
H -0.02775 -1.70380 -3.16030 0.6 0.0 -0.2 0.06
C -1.04253 -5.24586 0.25057 -0.2 -0.3 0.0 -0.43
N -0.28424 -4.13095 0.79243 -0.7 0.0 -0.8 -0.30
C 0.60400 -4.34081 1.80313 -1.7 -4.7 -0.5 -0.18
C 1.34909 -3.31682 2.29831 1.8 3.5 0.8 -0.04
C 1.19166 -2.03296 1.71798 0.2 -1.3 0.7 0.34
N 0.27693 -1.85208 0.75989 -0.6 0.1 -0.6 -0.71
C -0.53934 -2.84529 0.31058 -1.1 0.4 -0.9 0.77
O -1.45452 -2.62791 -0.52003 2.1 -0.5 1.7 -0.57
N 1.96621 -1.01887 2.13058 0.4 0.5 0.3 -0.72
H -1.68179 -4.87738 -0.54856 0.0 -0.1 0.2 0.26
H -1.65292 -5.68747 1.04803 0.1 0.1 -0.2 0.23
H -0.37143 -6.02131 -0.14507 0.0 0.3 0.2 0.22
H 0.66581 -5.38648 2.12646 0.2 0.7 0.0 0.23
H 2.05778 -3.47338 3.10664 -0.1 0.0 -0.2 0.23
H 2.55285 -1.19226 2.93477 0.0 0.3 -0.2 0.41
H 1.78719 -0.05537 1.86022 -0.1 -0.4 0.0 0.42
```
Positions in Å, forces in eV/Å.

## Properties
- net charge = +1
- 2S+1 = 5
- expectation value of S² = 6.0298
- E (a.u.) = -1098.38093
- lowest unoccupied orbital energy (spin up / spin down) (eV) = -2.198 / -6.465
- relative energy (zero: lowest compared OMol25 entry of this formula, charge and spin) (kcal/mol) = 0.00
- orbital gap (spin up / spin down) (eV) = 6.67 / 5.59
- HOMO energy (spin up / spin down) (eV) = -8.87 / -12.05

# C10H15N4

The ion C10H15N4 with charge +1 at a distorted geometry (wB97M-V/def2-TZVPD, the OMol25 dataset).

The geometry in XYZ format:
```
29
Properties=species:S:1:pos:R:3:forces:R:3:nbo_charge:R:1
C 2.69323 0.78981 3.14349 -2.4 -0.8 -1.6 0.05
C 3.29347 -1.25936 2.95937 1.4 0.6 1.2 0.25
C 1.89097 0.24200 2.16690 2.1 0.4 2.0 0.17
C 1.63553 -2.09556 1.40599 -1.3 1.0 -0.7 0.07
C -2.29979 0.00802 -2.58943 0.4 2.3 0.8 -0.39
C -1.68681 1.45384 -2.38414 -0.2 -3.1 2.0 -0.39
C -2.46291 -0.68688 -1.26481 0.7 -2.0 -2.1 -0.40
C -0.31223 1.22210 -1.77428 1.4 0.9 0.0 -0.40
C -1.17893 -0.75282 -0.49587 0.8 1.4 -3.0 -0.36
C -0.54018 0.66984 -0.36957 -0.4 -0.3 0.3 -0.13
N 3.45976 -0.18254 3.64439 1.8 -0.3 0.9 -0.40
N 2.30722 -1.11012 1.99047 -0.1 -1.2 0.3 -0.43
N 0.86629 0.78069 1.48229 0.6 -1.2 -2.8 -0.17
N 0.73183 0.42539 0.30520 -1.1 -0.5 -1.6 0.08
H 2.68248 1.79409 3.47548 0.1 0.7 0.4 0.24
H 3.97965 -2.07309 3.22064 -1.0 -0.4 -0.9 0.26
H 2.06651 -3.08550 1.51694 0.7 0.1 0.3 0.16
H -3.14964 0.06821 -3.23371 -1.0 -0.1 0.0 0.23
H -1.62625 -0.62048 -3.06893 1.6 -0.7 -1.6 0.19
H -1.58091 1.95706 -3.26018 0.0 1.6 -2.5 0.23
H -2.34529 1.94017 -1.68704 -0.3 0.8 0.1 0.20
H -3.26455 -0.32916 -0.76451 -2.5 1.3 2.1 0.21
H -2.72225 -1.73164 -1.54059 0.0 0.4 0.5 0.23
H 0.07771 0.38422 -2.37544 0.7 0.6 0.2 0.22
H 0.44632 2.12610 -1.77593 -1.7 -1.7 -0.1 0.23
H -1.27746 -1.20311 0.39804 -0.4 -1.4 3.3 0.22
H -0.52983 -1.38859 -1.08565 0.6 0.0 0.0 0.22
H -1.34434 1.27961 0.14309 1.3 -0.1 0.3 0.21
H 0.19041 1.37771 1.81777 -2.0 1.8 2.0 0.41
```
Positions in Å, forces in eV/Å.

## Properties
- net charge = +1
- E (a.u.) = -608.60248
- lowest unoccupied orbital energy (spin up / spin down) (eV) = -5.581 / -5.581
- relative energy (zero: lowest compared OMol25 entry of this formula, charge and spin) (kcal/mol) = 180.34
- orbital gap (spin up / spin down) (eV) = 7.40 / 7.39
- HOMO energy (spin up / spin down) (eV) = -12.98 / -12.98

# C10H15NO

A cluster of 2 separate species, C10H15NO in total at a distorted geometry (wB97M-V/def2-TZVPD, the OMol25 dataset).

The geometry in XYZ format:
```
27
Properties=species:S:1:pos:R:3:forces:R:3:nbo_charge:R:1
C -1.03641 0.11928 -1.16920 -1.1 -0.8 0.5 -0.59
C -1.79268 -0.16623 -2.46432 0.6 0.6 -1.1 -0.73
C -1.09022 -1.04640 -0.20887 0.5 -1.1 -1.6 0.03
C 0.08937 -1.61380 0.29482 0.1 0.9 0.4 -0.22
C -2.27021 -1.75881 0.00206 0.7 1.1 1.4 -0.25
C 0.05082 -2.39789 1.42829 -0.5 -0.5 -0.4 -0.21
C -2.29014 -2.66871 1.06852 -1.2 0.3 -0.6 -0.21
C -1.19634 -2.86994 1.87226 1.0 -0.4 -0.1 -0.25
H -0.02827 0.44274 -1.40199 0.2 -0.1 0.1 0.22
H -1.51682 0.90964 -0.59439 0.1 0.6 -0.3 0.21
H -1.42574 0.54286 -3.22182 0.0 -0.1 0.0 0.20
H 1.02833 -1.33423 -0.16994 0.1 0.3 0.3 0.22
H -3.17119 -1.38264 -0.47037 -0.1 -0.5 -0.1 0.21
H 0.97675 -2.73706 1.87515 -0.1 0.1 0.2 0.21
H -3.23244 -3.18162 1.21018 0.0 -0.1 0.5 0.20
H -1.23121 -3.46703 2.77390 -0.2 -0.2 -0.1 0.20
H -2.87242 -0.02206 -2.51880 -0.1 -0.2 0.6 0.19
H -1.53861 -1.16105 -2.84773 -0.1 0.1 0.1 0.20
C 1.42872 3.70753 0.59101 -0.8 0.1 0.0 -0.84
C 2.30290 2.58788 0.09892 -0.5 -0.5 0.3 0.58
O 2.86331 1.79068 0.84048 0.2 0.2 0.1 -0.67
N 2.34270 2.45755 -1.24458 0.4 0.0 0.3 -0.98
H 1.52205 3.88989 1.66027 0.6 0.2 -0.1 0.22
H 0.36203 3.44715 0.50828 0.2 -0.3 -0.4 0.22
H 2.87083 1.66308 -1.57554 -0.2 0.0 -0.4 0.37
H 1.74260 2.99854 -1.85573 0.0 0.0 -0.2 0.28
H 1.55317 4.57427 -0.05864 0.1 0.2 0.4 0.21
```
Positions in Å, forces in eV/Å.

## Properties
- net charge = -1
- 2S+1 = 2
- expectation value of S² = 0.7505
- E (a.u.) = -519.99900
- lowest unoccupied orbital energy (spin up / spin down) (eV) = 3.321 / 3.238
- relative energy (zero: lowest compared OMol25 entry of this formula, charge and spin) (kcal/mol) = 1.19
- orbital gap (spin up / spin down) (eV) = 2.36 / 9.37
- HOMO energy (spin up / spin down) (eV) = 0.96 / -6.13

# C10H15NO

A cluster of 2 separate species, C10H15NO in total at a distorted geometry (wB97M-V/def2-TZVPD, the OMol25 dataset).

The geometry in XYZ format:
```
27
Properties=species:S:1:pos:R:3:forces:R:3:nbo_charge:R:1
C -0.51902 -0.74013 -1.86043 0.2 -1.3 -0.8 -0.61
C -0.73608 0.13915 -0.67691 1.5 4.8 0.5 -0.42
C -0.82909 -0.77495 0.45171 -1.5 0.5 -1.1 -0.01
C 0.23227 -1.50838 0.93057 0.8 2.0 0.2 -0.24
C 0.01999 -2.61414 1.72310 0.8 -1.2 -0.8 -0.18
C -1.24961 -3.19116 1.77181 0.8 3.5 -1.3 -0.23
C -2.27176 -2.31015 1.28364 -1.9 -1.7 1.8 -0.19
C -2.18069 -1.13303 0.59636 3.2 -1.5 1.7 -0.24
H -1.42792 -1.41637 -1.89745 1.2 0.5 -0.4 0.21
H 0.44307 -1.37236 -1.87571 -1.5 0.9 0.6 0.22
H -0.44250 -0.13198 -2.72438 -0.2 0.4 -1.3 0.20
H -0.02066 1.05407 -0.51003 -0.3 -2.5 -0.7 0.20
H -1.64207 0.85272 -0.72579 0.6 -1.7 -0.3 0.20
H 1.27522 -1.15369 0.66407 -1.3 -0.5 0.6 0.22
H 0.96987 -3.03716 2.04555 -0.5 -0.7 0.3 0.21
H -1.36252 -4.22589 1.90477 -0.7 -1.0 1.1 0.22
H -3.25156 -2.48346 1.68819 -0.8 -1.1 -0.5 0.20
H -2.96384 -0.62059 0.08027 -0.5 0.2 0.3 0.22
C 0.89406 2.90773 0.37830 3.9 1.0 2.9 -0.71
C 2.32744 2.46270 -0.06006 2.2 0.0 -1.6 0.69
N 2.44358 2.75000 -1.43375 -3.3 0.1 2.9 -0.83
O 3.37369 2.08522 0.54526 -4.1 1.3 -1.0 -0.61
H 1.17317 3.88824 0.93845 -1.0 -1.6 -0.8 0.25
H 0.54224 2.17058 1.05755 -0.6 -0.3 0.9 0.24
H 0.21131 3.08482 -0.38984 -0.7 0.3 -1.4 0.22
H 3.28547 2.66986 -1.81370 4.5 -0.7 -1.7 0.38
H 1.70593 2.64836 -2.09157 -0.8 0.1 0.0 0.38
```
Positions in Å, forces in eV/Å.

## Properties
- net charge = 0
- E (a.u.) = -519.94711
- lowest unoccupied orbital energy (eV) = 0.709
- relative energy (zero: lowest compared OMol25 entry of this formula, charge and spin) (kcal/mol) = 71.43
- orbital gap (eV) = 9.47
- HOMO energy (eV) = -8.76
- structure (SMILES) = CCc1ccccc1.CC(N)=O